Entry from OMol25: C3H9N2O2 as an isolated structure in a non-equilibrium geometry (ωB97M-V/def2-TZVPD).

Summary:
- charge = +1
- HOMO (alpha / beta) (eV) = -12.4 / -11.8
- relative energy (zero: lowest compared OMol25 entry of this formula, charge and spin) (kJ/mol) = 1181.6
- DFT total energy (a.u.) = -379.054775
- max |F| (hartree/bohr) = 0.071

Each line ends with the Löwdin charge.
Atoms and positions in Å:
C -0.73 1.84 0.78  -0.02
C -0.48 -0.71 0.51  0.00
C -0.21 0.69 -0.07  -0.43
N -0.07 -2.09 -1.39  0.00
N 1.16 0.65 -0.48  0.23
O 0.58 -3.15 -1.18  -0.05
O 1.82 1.61 0.15  0.13
H -0.49 2.69 0.11  0.11
H -1.85 1.71 1.02  0.14
H -0.12 1.56 1.64  0.09
H 0.17 -0.89 1.30  0.08
H -0.52 -1.54 -0.35  -0.02
H -1.54 -0.88 0.80  0.13
H -0.75 0.75 -1.09  0.21
H 0.26 -4.05 -1.63  0.20
H 2.77 1.79 -0.12  0.20